A single C23H28ClN5OS molecule in a non-equilibrium geometry. Source: the OMol25 dataset; level of theory: ωB97M-V/def2-TZVPD.

Each line ends with the natural charge from an NBO analysis.
Atoms and positions in Å:
Cl 0.8460 -0.0639 6.1419  0.00
C 0.8578 -0.4358 4.4517  -0.05
C 0.0260 -1.4304 3.9649  -0.25
C 0.0308 -1.7138 2.6101  -0.16
C 0.8611 -1.0200 1.7384  -0.05
C 0.8603 -1.3223 0.2671  -0.26
N 1.0209 -0.1205 -0.5332  -0.43
C 1.3590 -0.4143 -1.9141  -0.25
C 2.8493 -0.7176 -2.0562  0.10
C 3.3476 -0.6240 -3.5127  -0.43
C 4.3597 -1.7734 -3.6362  -0.43
C 4.3702 -2.3854 -2.2263  -0.06
O 3.1335 -2.0450 -1.6456  -0.54
C -0.0743 0.8334 -0.3756  -0.14
C 0.3309 2.1501 -0.9621  -0.19
C -0.2849 2.9392 -1.8806  -0.25
C 0.4462 4.1151 -2.1712  -0.26
C 1.6037 4.1963 -1.4714  -0.41
S 1.8314 2.8396 -0.4383  0.44
C -1.3554 0.3403 -0.9589  0.33
N -1.6086 0.1307 -2.2323  -0.32
N -2.8356 -0.3666 -2.2970  -0.06
N -3.3482 -0.4775 -1.1457  -0.08
N -2.4489 -0.0517 -0.2532  -0.19
C -2.7353 0.0055 1.1574  -0.05
C -3.6248 -1.1752 1.5834  -0.41
C -5.0249 -0.5810 1.7095  -0.40
C -4.7520 0.8028 2.2892  -0.40
C -3.5375 1.2834 1.4941  -0.42
C 1.6982 -0.0340 2.2505  -0.20
C 1.6979 0.2648 3.5999  -0.21
H -0.6195 -1.9732 4.6375  0.23
H -0.6183 -2.4890 2.2279  0.21
H 1.7155 -1.9620 0.0314  0.26
H -0.0537 -1.8819 -0.0018  0.17
H 1.1276 0.4649 -2.5168  0.23
H 0.7832 -1.2616 -2.3121  0.20
H 3.4137 -0.0174 -1.4187  0.17
H 3.7948 0.3480 -3.7092  0.22
H 2.5126 -0.7653 -4.1976  0.21
H 4.0238 -2.5080 -4.3662  0.21
H 5.3502 -1.4278 -3.9240  0.21
H 5.1918 -1.9591 -1.6308  0.16
H 4.4525 -3.4725 -2.2207  0.19
H -0.2109 0.9681 0.7067  0.24
H -1.2185 2.6900 -2.3507  0.24
H 0.1173 4.8590 -2.8741  0.23
H 2.3458 4.9691 -1.4952  0.24
H -1.7777 -0.0185 1.6850  0.23
H -3.5833 -1.9867 0.8593  0.23
H -3.2848 -1.5473 2.5504  0.21
H -5.6757 -1.1832 2.3402  0.21
H -5.4739 -0.4910 0.7203  0.22
H -5.5990 1.4786 2.1892  0.22
H -4.4979 0.7195 3.3471  0.20
H -2.9347 2.0047 2.0439  0.22
H -3.8679 1.7534 0.5661  0.22
H 2.3424 0.5058 1.5737  0.23
H 2.3443 1.0344 3.9915  0.23

Computed properties:
* HOMO-LUMO gap: 9.4 eV
* E_LUMO: 0.538 eV
* ΔE to the lowest compared entry with this formula, charge and spin: 0.0 kcal/mol
* SMILES: Clc1ccc(CN(C[C@@H]2CCCO2)[C@@H](c2cccs2)c2nnnn2C2CCCC2)cc1

23 unconnected molecules or ions with the total composition H46O23 in a non-equilibrium geometry. Source: the OMol25 dataset; level of theory: ωB97M-V/def2-TZVPD.

Each line ends with the natural charge from an NBO analysis.
Atoms and positions in Å:
O 12.9098 1.1487 5.8794  -0.97
H 13.2417 1.7957 6.5018  0.48
H 13.3615 1.3503 5.0599  0.49
O 14.4007 -2.9496 -3.8060  -0.95
H 13.8178 -3.6530 -3.5203  0.46
H 14.3234 -2.2821 -3.1243  0.49
O 10.3042 -3.4615 0.3699  -1.02
H 10.9299 -3.0441 0.9619  0.50
H 9.8443 -2.7324 -0.0462  0.50
O 9.4635 0.3108 -2.7264  -0.97
H 10.2626 0.2359 -3.2480  0.52
H 8.7531 0.2037 -3.3590  0.50
O 15.9189 -3.3958 0.6627  -0.95
H 15.5522 -4.1801 1.0708  0.48
H 16.8372 -3.3918 0.9327  0.48
O 11.6484 -1.3677 4.4802  -0.97
H 11.8190 -0.4567 4.7194  0.50
H 10.8482 -1.5945 4.9540  0.49
O 8.3726 -4.7819 -1.2649  -0.95
H 8.3506 -5.6390 -0.8394  0.46
H 9.0375 -4.2912 -0.7818  0.48
O 8.6946 3.6016 2.6369  -0.94
H 9.4165 3.7675 3.2432  0.45
H 8.9067 2.7588 2.2359  0.48
O 9.3047 -1.2333 -0.6664  -1.01
H 9.4690 -0.6387 -1.3983  0.51
H 8.4302 -0.9970 -0.3570  0.49
O 13.8123 1.1297 3.0723  -1.00
H 14.4444 0.8332 2.4175  0.51
H 13.4329 1.9243 2.6971  0.49
O 8.2896 -4.4040 2.1940  -0.96
H 8.1795 -5.3481 2.0808  0.46
H 9.1017 -4.1998 1.7304  0.49
O 9.6867 2.7410 -0.6819  -0.98
H 9.7487 2.2024 0.1069  0.49
H 9.2565 2.1769 -1.3245  0.47
O 14.3027 4.5966 -2.5800  -0.97
H 13.5678 5.0637 -2.9774  0.46
H 13.9272 3.7684 -2.2810  0.50
O 14.8487 -1.8390 4.3559  -0.94
H 15.5578 -1.6224 4.9612  0.47
H 14.5152 -0.9908 4.0635  0.47
O 14.9774 -1.4852 -1.3414  -0.97
H 14.8729 -0.7899 -0.6919  0.47
H 15.0233 -2.2903 -0.8258  0.49
O 12.3001 -2.0059 2.0586  -1.01
H 12.1549 -1.5139 2.8667  0.51
H 13.1493 -2.4292 2.1846  0.48
O 11.2871 -4.7091 3.8830  -0.94
H 12.0789 -5.1344 3.5539  0.46
H 11.3871 -3.7902 3.6342  0.48
O 12.7064 2.4522 -1.7340  -0.99
H 12.6997 1.6807 -1.1675  0.50
H 11.8608 2.8724 -1.5773  0.49
O 10.1138 0.8217 4.4078  -0.96
H 9.1772 0.7966 4.6040  0.49
H 10.4252 1.6241 4.8266  0.49
O 10.6211 -0.9391 -4.9873  -0.96
H 10.6492 -1.8499 -4.6943  0.48
H 10.5548 -0.9956 -5.9405  0.48
O 16.2500 0.4498 1.8119  -0.96
H 16.9100 0.3468 1.1263  0.49
H 16.5874 1.1537 2.3659  0.48
O 9.6122 1.0780 1.5018  -1.00
H 9.9671 0.9811 2.3855  0.50
H 9.8335 0.2566 1.0629  0.50
O 12.1746 0.0604 -0.1740  -0.98
H 12.4796 -0.3080 0.6551  0.49
H 11.5619 -0.5912 -0.5152  0.49

Computed properties:
* HOMO-LUMO gap: 9.9 eV
* E_LUMO: -0.477 eV
* ΔE to the lowest compared entry with this formula, charge and spin: 55.2 kcal/mol